(1)
{
  "formula": "C32H29Cl5N5O4S2Tc",
  "method": "the ωB97M-V functional and the def2-TZVPD basis",
  "e_homo_ev": -7.89,
  "charge": 0,
  "max_force_ev_per_a": 0.6,
  "lumo_ev": -0.65,
  "de_lowest_kcal_mol": 48.2,
  "gap_ev": 7.25,
  "elements": ["Tc", "Cl", "C", "C", "C", "Cl", "C", "Cl", "C", "Cl", "C", "Cl", "C", "C", "C", "C", "C", "C", "C", "C", "C", "C", "N", "C", "C", "C", "C", "C", "N", "H", "H", "H", "H", "H", "H", "H", "H", "H", "H", "H", "H", "H", "H", "H", "H", "H", "O", "S", "O", "O", "S", "C", "N", "C", "C", "O", "N", "C", "N", "H", "H", "H", "H", "H", "H", "H", "C", "C", "C", "C", "C", "C", "C", "H", "H", "H", "H", "H"],
  "xyz": [[-0.683, -0.545, -0.357], [0.527, 1.756, -1.314], [-0.546, 1.264, -2.609], [-1.297, 0.144, -2.288], [-2.092, -0.347, -3.316], [-2.994, -1.820, -3.061], [-2.171, 0.275, -4.564], [-3.193, -0.354, -5.801], [-1.414, 1.420, -4.817], [-1.506, 2.207, -6.342], [-0.569, 1.922, -3.825], [0.418, 3.299, -4.105], [4.252, -4.163, 2.505], [3.434, -4.044, 1.219], [4.083, -3.165, 0.176], [5.170, -3.682, -0.528], [5.796, -2.961, -1.527], [5.320, -1.702, -1.864], [4.226, -1.155, -1.212], [3.679, 0.190, -1.609], [4.071, 1.322, -0.660], [3.636, -1.884, -0.168], [2.479, -1.317, 0.415], [2.396, -1.197, 1.670], [1.169, -0.669, 2.289], [1.084, -0.136, 3.649], [-0.151, 0.348, 3.806], [-0.913, 0.051, 2.559], [0.043, -0.591, 1.668], [3.770, -4.840, 3.212], [4.383, -3.197, 2.996], [5.251, -4.550, 2.294], [2.423, -3.699, 1.444], [3.318, -5.040, 0.786], [5.516, -4.682, -0.287], [6.641, -3.383, -2.056], [5.791, -1.137, -2.661], [2.587, 0.128, -1.650], [4.027, 0.420, -2.619], [3.685, 1.149, 0.345], [3.660, 2.272, -1.004], [5.156, 1.420, -0.596], [3.223, -1.432, 2.345], [1.902, -0.102, 4.351], [-0.562, 0.866, 4.656], [-1.718, -0.660, 2.772], [1.091, 2.328, 1.522], [-0.141, 2.993, 1.887], [-0.654, 3.952, 0.950], [-0.281, 3.295, 3.285], [-1.671, 1.395, 1.598], [-6.142, -1.426, 0.304], [-4.732, -1.687, 0.472], [-4.154, -2.842, 1.122], [-2.662, -2.580, 0.955], [-1.785, -3.289, 1.381], [-2.508, -1.411, 0.229], [-3.742, -0.939, -0.034], [-3.970, 0.180, -0.702], [-6.696, -2.072, 0.980], [-6.476, -1.627, -0.717], [-6.378, -0.394, 0.568], [-4.424, -3.780, 0.632], [-4.417, -2.899, 2.180], [-3.177, 0.637, -1.134], [-4.899, 0.436, -0.982], [-0.008, -1.937, -1.004], [0.597, -3.141, -1.511], [0.338, -4.373, -0.907], [0.981, -5.507, -1.377], [1.880, -5.415, -2.432], [2.136, -4.189, -3.034], [1.493, -3.051, -2.579], [-0.345, -4.418, -0.069], [0.789, -6.466, -0.913], [2.386, -6.304, -2.787], [2.843, -4.120, -3.850], [1.689, -2.087, -3.031]],
  "forces_ev_per_a": [[0.0398, 0.5944, -0.2325], [-0.1476, -0.2164, 0.0710], [0.0790, 0.0710, 0.0133], [-0.0271, -0.1209, 0.1027], [-0.0474, -0.0010, -0.0702], [0.0501, 0.0033, -0.0478], [-0.0044, 0.0105, -0.0101], [0.0141, -0.0023, 0.0163], [-0.0037, 0.0013, 0.0136], [0.0070, -0.0013, -0.0010], [-0.0240, 0.0019, -0.0064], [-0.0003, -0.0084, 0.0106], [0.0321, 0.0151, 0.0311], [-0.0657, -0.0269, -0.0341], [0.0630, -0.0253, -0.0206], [0.0092, -0.0019, -0.0176], [0.0026, -0.0229, 0.0226], [-0.0170, 0.0545, -0.0047], [0.0346, -0.0151, -0.0344], [-0.0646, -0.0458, -0.0471], [0.0030, -0.0038, 0.0331], [-0.1649, 0.0508, 0.0136], [0.0893, -0.0621, 0.0266], [-0.0201, 0.1063, -0.0141], [-0.0175, -0.0194, 0.0015], [-0.0634, 0.0112, -0.0439], [0.0205, 0.0534, 0.0058], [0.0946, -0.0816, 0.0010], [0.0682, -0.0464, 0.0998], [-0.0058, -0.0024, -0.0003], [-0.0156, 0.0007, -0.0144], [-0.0084, -0.0012, -0.0075], [0.0221, -0.0070, -0.0034], [-0.0041, -0.0041, -0.0033], [0.0078, 0.0017, -0.0015], [-0.0033, -0.0060, 0.0053], [-0.0035, -0.0088, 0.0031], [0.1320, -0.0457, -0.0048], [0.0067, 0.0079, 0.0074], [-0.0113, 0.0061, 0.0008], [0.0050, 0.0056, -0.0070], [0.0027, -0.0045, -0.0097], [-0.0159, -0.0192, 0.0037], [-0.0004, -0.0021, 0.0037], [-0.0099, 0.0088, 0.0077], [0.0016, 0.0045, -0.0193], [-0.0078, -0.0640, -0.0417], [0.1167, -0.0534, -0.0531], [-0.0654, 0.0043, -0.0453], [-0.0868, -0.0370, 0.0925], [-0.0524, 0.1418, 0.0351], [-0.0323, -0.0137, 0.0147], [0.0534, 0.0170, -0.0257], [-0.0265, 0.0152, -0.0001], [0.0523, -0.0631, -0.0112], [-0.0125, 0.0432, 0.0033], [-0.0676, -0.0339, 0.1119], [-0.0064, 0.0064, -0.0380], [0.0198, 0.0061, 0.1148], [0.0000, 0.0001, -0.0062], [0.0075, -0.0009, -0.0009], [0.0028, -0.0014, 0.0009], [-0.0066, 0.0064, -0.0021], [-0.0051, -0.0055, 0.0001], [-0.0208, 0.0023, -0.0031], [0.0032, 0.0064, -0.0165], [-0.0475, -0.2933, -0.0007], [0.0577, 0.1308, 0.0222], [0.0595, -0.0392, -0.0031], [-0.0078, 0.0199, 0.0239], [0.0164, -0.0317, -0.0325], [-0.0079, 0.0204, 0.0203], [0.0367, -0.0286, -0.0049], [-0.0074, 0.0038, -0.0037], [-0.0042, 0.0049, 0.0026], [-0.0006, 0.0026, 0.0040], [-0.0028, 0.0031, -0.0033], [0.0031, 0.0245, 0.0072]]
}

=====

(2)
{
  "formula": "C32H29ClMgNO4P2",
  "method": "the ωB97M-V functional and the def2-TZVPD basis",
  "e_homo_ev": -10.64,
  "charge": 1,
  "max_force_ev_per_a": 2.4,
  "lumo_ev": -2.74,
  "gap_ev": 7.90,
  "elements": ["Mg", "O", "Cl", "O", "O", "O", "C", "N", "C", "P", "C", "C", "C", "C", "C", "C", "C", "C", "C", "C", "C", "C", "C", "C", "C", "C", "C", "C", "P", "C", "C", "C", "C", "C", "C", "C", "C", "C", "C", "C", "C", "H", "H", "H", "H", "H", "H", "H", "H", "H", "H", "H", "H", "H", "H", "H", "H", "H", "H", "H", "H", "H", "H", "H", "H", "H", "H", "H", "H", "H"],
  "xyz": [[-2.105, -0.233, -0.923], [-4.549, -0.297, -3.360], [-4.289, -0.407, -1.987], [-5.414, -0.645, -1.185], [-3.596, 0.805, -1.513], [-3.292, -1.472, -1.755], [1.074, 0.896, -0.124], [1.167, -0.048, 0.971], [1.004, -1.457, 0.649], [-0.259, -1.864, -0.646], [0.674, -1.954, -2.202], [0.154, -1.309, -3.324], [0.835, -1.337, -4.531], [2.043, -2.011, -4.623], [2.565, -2.663, -3.512], [1.885, -2.639, -2.306], [-0.700, -3.570, -0.218], [-1.263, -3.800, 1.040], [-1.694, -5.067, 1.389], [-1.585, -6.110, 0.478], [-1.055, -5.879, -0.782], [-0.615, -4.612, -1.136], [2.031, 0.247, 2.052], [2.547, -0.768, 2.864], [3.378, -0.473, 3.935], [3.729, 0.834, 4.226], [3.217, 1.847, 3.432], [2.377, 1.565, 2.368], [-0.662, 1.603, -0.215], [-1.042, 2.072, 1.492], [-0.484, 3.194, 2.101], [-0.792, 3.492, 3.418], [-1.659, 2.677, 4.133], [-2.228, 1.564, 3.533], [-1.922, 1.268, 2.215], [-0.517, 3.138, -1.159], [-1.399, 4.191, -0.917], [-1.338, 5.334, -1.697], [-0.409, 5.427, -2.725], [0.451, 4.371, -2.985], [0.396, 3.223, -2.210], [1.295, 0.409, -1.078], [1.788, 1.708, -0.010], [0.655, -1.981, 1.539], [1.956, -1.917, 0.351], [-0.803, -0.798, -3.261], [0.422, -0.840, -5.399], [2.577, -2.034, -5.563], [3.505, -3.193, -3.589], [2.291, -3.166, -1.451], [-1.367, -2.982, 1.747], [-2.125, -5.242, 2.365], [-1.921, -7.101, 0.751], [-0.991, -6.688, -1.498], [-0.211, -4.439, -2.124], [2.325, -1.808, 2.681], [3.755, -1.286, 4.542], [4.387, 1.058, 5.054], [3.470, 2.879, 3.640], [1.987, 2.399, 1.805], [0.177, 3.841, 1.538], [-0.357, 4.363, 3.889], [-1.903, 2.916, 5.160], [-2.913, 0.938, 4.088], [-2.379, 0.403, 1.739], [-2.130, 4.113, -0.122], [-2.020, 6.152, -1.509], [-0.357, 6.325, -3.326], [1.164, 4.439, -3.797], [1.064, 2.397, -2.422]],
  "forces_ev_per_a": [[1.4435, 0.1275, 0.7414], [-0.1192, 0.0123, -0.3172], [-2.1790, -0.1648, -1.0192], [-0.3703, -0.0648, 0.1321], [-0.0449, 0.8084, 0.1127], [0.1927, -0.8262, -0.0678], [-0.1532, 0.0365, 0.0067], [-0.0956, -0.1393, -0.1394], [0.0049, 0.1164, -0.0091], [0.8220, -0.5513, 0.1526], [-0.1638, 0.1159, -0.0283], [0.0454, -0.0768, 0.1638], [-0.0194, 0.0474, -0.0965], [-0.0266, 0.0104, 0.0095], [0.0425, -0.0197, 0.0085], [-0.0048, 0.0128, 0.0214], [-0.1427, 0.0283, 0.0085], [0.0556, 0.0312, -0.0585], [-0.0260, -0.0082, 0.0446], [0.0131, -0.0012, -0.0108], [-0.0251, -0.0565, -0.0019], [0.0348, 0.0705, 0.0180], [-0.0055, 0.0252, 0.1266], [-0.0141, -0.0859, -0.0414], [0.0065, 0.0527, 0.0234], [0.0086, -0.0289, 0.0341], [0.0039, -0.0016, -0.0037], [0.0140, 0.0747, -0.0385], [0.7815, 0.5709, 0.5363], [-0.0882, 0.0054, -0.0775], [-0.0741, -0.0089, -0.0194], [0.0294, 0.0524, 0.0156], [-0.0043, -0.0186, -0.0097], [-0.0529, -0.0638, 0.0566], [0.1347, 0.0828, -0.1076], [-0.1346, -0.0757, -0.1142], [0.0387, -0.0618, -0.0314], [-0.0218, 0.0325, -0.0063], [0.0162, 0.0025, -0.0021], [0.0318, 0.0129, -0.0595], [-0.0029, -0.0404, 0.1156], [0.0518, 0.0420, -0.0039], [0.0354, 0.0107, -0.0329], [0.0077, -0.0251, -0.0062], [-0.0324, -0.0729, 0.0253], [-0.0113, 0.0164, -0.0981], [-0.0043, 0.0017, 0.0160], [0.0026, -0.0018, 0.0046], [-0.0106, -0.0069, 0.0033], [0.0143, 0.0060, -0.0100], [-0.0156, -0.0457, 0.0400], [0.0141, 0.0098, -0.0007], [-0.0110, 0.0060, -0.0114], [0.0242, 0.0074, 0.0041], [0.0029, -0.0139, -0.0068], [-0.0146, 0.0128, -0.0353], [0.0151, 0.0029, -0.0140], [-0.0148, 0.0020, -0.0004], [-0.0102, -0.0013, -0.0018], [0.0210, -0.0648, -0.0206], [-0.0010, 0.0250, 0.0160], [-0.0028, -0.0010, -0.0115], [0.0128, 0.0037, -0.0004], [0.0044, 0.0014, -0.0152], [-0.0505, -0.0267, 0.0910], [-0.0061, 0.0441, 0.0088], [0.0102, -0.0061, 0.0186], [-0.0179, -0.0105, -0.0082], [0.0096, 0.0018, 0.0191], [0.0265, 0.0478, -0.0377]]
}

=====

(3)
{
  "formula": "C32H29CuIN5Se",
  "method": "the ωB97M-V functional and the def2-TZVPD basis",
  "e_homo_ev": [-9.23, -9.23],
  "charge": 1,
  "max_force_ev_per_a": 0.5,
  "lumo_ev": [-3.10, -3.49],
  "multiplicity": 2,
  "de_lowest_kcal_mol": 0.0,
  "s2": 0.754,
  "gap_ev": [6.13, 5.74],
  "elements": ["Cu", "C", "C", "C", "C", "C", "C", "N", "C", "C", "C", "C", "C", "N", "C", "C", "C", "C", "C", "C", "N", "H", "H", "H", "H", "H", "H", "H", "H", "H", "H", "H", "H", "H", "H", "H", "I", "C", "C", "C", "C", "C", "C", "C", "C", "C", "C", "H", "H", "H", "H", "H", "H", "C", "N", "C", "C", "N", "C", "C", "Se", "H", "H", "H", "H", "H", "H", "H", "H"],
  "xyz": [[-0.448, -0.386, 1.698], [-2.531, 1.244, -0.809], [-2.113, 2.135, 0.311], [-2.357, 3.507, 0.231], [-2.060, 4.323, 1.298], [-1.582, 3.746, 2.466], [-1.375, 2.380, 2.482], [-1.570, 1.593, 1.409], [-0.924, 1.688, 3.714], [-1.063, 2.224, 4.988], [-0.619, 1.484, 6.068], [-0.030, 0.248, 5.862], [0.075, -0.229, 4.562], [-0.401, 0.476, 3.536], [0.717, -1.518, 4.207], [1.425, -2.245, 5.148], [2.011, -3.438, 4.761], [1.857, -3.857, 3.458], [1.138, -3.077, 2.553], [0.971, -3.563, 1.149], [0.589, -1.911, 2.928], [-1.770, 0.499, -1.004], [-3.465, 0.742, -0.547], [-2.674, 1.827, -1.716], [-2.764, 3.913, -0.684], [-2.213, 5.391, 1.235], [-1.357, 4.351, 3.332], [-1.531, 3.188, 5.126], [-0.733, 1.870, 7.072], [0.323, -0.330, 6.701], [1.532, -1.890, 6.161], [2.576, -4.027, 5.470], [2.287, -4.788, 3.118], [-0.073, -3.511, 0.847], [1.305, -4.595, 1.071], [1.546, -2.954, 0.452], [-2.658, -1.969, 1.093], [-1.772, -2.171, -0.799], [-2.425, -2.900, -1.748], [-1.829, -3.085, -3.015], [-0.602, -2.554, -3.279], [0.088, -1.794, -2.302], [1.377, -1.265, -2.565], [2.032, -0.538, -1.618], [1.422, -0.292, -0.367], [0.181, -0.785, -0.061], [-0.504, -1.566, -1.031], [-3.387, -3.345, -1.539], [-2.353, -3.665, -3.763], [-0.130, -2.710, -4.241], [1.826, -1.449, -3.535], [3.017, -0.136, -1.823], [1.970, 0.310, 0.352], [3.322, 2.653, -3.572], [2.210, 1.927, -4.154], [2.253, 1.172, -5.309], [1.008, 0.698, -5.518], [0.217, 1.168, -4.490], [-1.197, 0.908, -4.315], [0.953, 1.938, -3.654], [0.362, 2.805, -2.148], [4.250, 2.221, -3.940], [3.268, 2.570, -2.489], [3.272, 3.707, -3.841], [3.160, 1.045, -5.872], [0.614, 0.074, -6.299], [-1.506, 0.171, -5.053], [-1.765, 1.828, -4.444], [-1.372, 0.517, -3.314]],
  "forces_ev_per_a": [[0.0230, 0.3850, 0.3640], [0.0688, 0.0241, -0.0247], [-0.0007, -0.0254, 0.0458], [0.0317, 0.0207, 0.0052], [-0.0156, 0.0254, 0.0053], [-0.0180, -0.0382, -0.0280], [0.0554, 0.0304, -0.0136], [-0.0580, -0.0020, 0.0469], [-0.0499, 0.0065, 0.0072], [0.0380, 0.0114, -0.0809], [-0.0152, 0.0263, -0.0002], [0.0177, 0.0001, -0.0387], [-0.0360, 0.1029, 0.1055], [-0.0235, -0.1376, -0.1090], [0.0622, -0.0736, 0.0528], [-0.0273, 0.0019, -0.0283], [-0.0015, 0.0086, 0.0087], [-0.0079, -0.0051, -0.0179], [-0.0039, -0.0067, 0.0215], [-0.0093, -0.0268, -0.0111], [0.0855, -0.0668, -0.0312], [0.0114, -0.0394, 0.0035], [0.0002, -0.0154, 0.0070], [-0.0513, 0.0178, 0.0069], [0.0125, -0.0024, -0.0138], [-0.0004, 0.0079, 0.0071], [-0.0138, 0.0014, -0.0019], [0.0098, -0.0068, 0.0400], [0.0056, -0.0028, 0.0107], [-0.0004, -0.0036, 0.0005], [-0.0082, 0.0031, 0.0023], [0.0053, -0.0108, 0.0035], [0.0086, -0.0080, 0.0105], [0.0013, -0.0077, -0.0070], [0.0035, -0.0001, -0.0014], [0.0071, 0.0135, 0.0033], [-0.2791, -0.1620, -0.0296], [0.1398, 0.0526, -0.1108], [-0.0497, -0.0010, 0.0726], [-0.0002, -0.0063, -0.0287], [-0.0013, 0.0175, 0.0084], [-0.0283, -0.0248, 0.0289], [0.0188, -0.0041, -0.0071], [0.0090, -0.0085, -0.0348], [-0.0252, 0.0045, -0.0331], [0.1296, -0.0884, -0.2406], [-0.0062, -0.0577, 0.0323], [-0.0086, -0.0033, 0.0030], [-0.0033, -0.0052, -0.0066], [-0.0001, -0.0106, -0.0056], [0.0056, -0.0024, 0.0094], [0.0043, 0.0069, 0.0087], [-0.0122, 0.0190, 0.0064], [0.0009, 0.0124, -0.0066], [-0.0184, 0.0120, 0.0091], [-0.0296, -0.0640, -0.0437], [0.0718, -0.0269, -0.0277], [0.0090, 0.0615, -0.0165], [0.0173, -0.0325, 0.0136], [-0.0869, -0.0257, 0.1267], [0.0166, 0.1190, -0.0036], [0.0027, 0.0079, -0.0026], [0.0108, -0.0026, -0.0004], [0.0033, 0.0022, 0.0108], [0.0034, -0.0101, -0.0232], [0.0103, -0.0034, -0.0227], [-0.0055, 0.0116, -0.0109], [-0.0099, -0.0022, 0.0147], [0.0048, 0.0069, -0.0402]]
}